1.
15
Properties=species:S:1:pos:R:3 method="wB97M-V/def2-TZVPD" e_homo_ev=-8.9312 lumo_energy_ev=0.5 relative_energy_kj_mol=428.8 homo_lumo_gap_ev=9.434
H 3.02580 -1.46772 -0.11894
N 2.03575 -2.01117 -0.00589
C 1.04811 -1.20388 0.10299
N 0.91265 0.19794 0.05104
O 1.91143 0.81138 -0.60268
C -0.36085 0.90600 0.10366
C -1.50416 0.13780 0.67386
S -2.21398 -1.01309 -0.54622
N -0.28628 2.13306 -0.34261
H -1.22925 2.32821 -0.10844
H -0.05219 -1.67429 0.08000
H 1.48234 1.73055 -0.74546
H -1.26864 -0.15974 1.74746
H -2.40156 0.94779 0.81182
H -1.09918 -1.66284 -1.10059


2.
59
Properties=species:S:1:pos:R:3 method="wB97M-V/def2-TZVPD" e_homo_ev="-14.2461 / -14.2457" lumo_energy_ev="-8.3 / -8.3" homo_lumo_gap_ev="5.910 / 5.903" charge=+2
Os -0.34607 -0.85383 -1.44187
F -5.97922 -2.51454 -2.79321
C -4.77711 -3.04745 -3.01471
F -4.40391 -3.70472 -1.91216
F -4.88957 -3.92923 -4.00735
C -3.79721 -1.95272 -3.37970
C -4.13456 -1.07638 -4.40822
C -3.27790 -0.03917 -4.74354
C -2.12816 0.14290 -4.00320
N -1.81282 -0.69511 -3.01185
C -2.59593 -1.74809 -2.73224
S -1.78106 -2.69774 -1.50575
H -5.06604 -1.22169 -4.94136
H -3.50071 0.61950 -5.57028
H -1.43567 0.94957 -4.19707
N 0.47477 1.64341 8.51845
C 0.37752 1.34317 7.41436
C 0.25532 0.96644 6.02891
C -0.93399 0.41174 5.56405
C -1.05834 0.07437 4.22639
C 0.00767 0.27748 3.35631
C 1.20144 0.81743 3.82818
C 1.32510 1.17018 5.16053
C -0.12115 -0.05335 1.91048
C 0.52763 -1.21716 1.44194
C 1.20214 -2.17267 2.18339
C 1.62047 -3.19996 1.30069
C 1.17973 -2.84945 0.05501
N 0.52561 -1.63431 0.11006
C -0.87177 0.77381 1.11556
C -1.61115 1.92337 1.51946
C -2.23810 2.42552 0.40962
C -1.87326 1.59552 -0.66790
N -1.05621 0.62644 -0.26685
H -1.75546 0.25235 6.24874
H -1.98325 -0.35437 3.85982
H 2.02479 0.98338 3.14299
H 2.24252 1.60611 5.53140
H 1.36061 -2.12840 3.25065
H 2.15254 -4.10401 1.54971
H 1.31021 -3.38134 -0.87606
H -1.65679 2.31156 2.52473
H -2.89531 3.27754 0.35198
H -2.15649 1.69794 -1.70453
C 4.95495 2.23366 -1.66653
N 3.74515 1.44435 -1.87602
C 2.78627 1.69610 -2.94888
C 1.69241 0.73963 -2.54971
O 0.58557 0.51667 -3.09202
N 2.01058 0.09457 -1.45127
C 3.22298 0.54693 -1.04247
N 3.79562 0.13608 0.07798
H 5.23119 2.70169 -2.60698
H 5.78231 1.59492 -1.35849
H 4.79314 3.00897 -0.91706
H 3.19592 1.45579 -3.93187
H 2.44082 2.73153 -2.95970
H 3.37752 -0.62824 0.58548
H 4.73470 0.41329 0.31200


3.
86
Properties=species:S:1:pos:R:3 method="wB97M-V/def2-TZVPD" e_homo_ev="-1.5085 / -1.5673" s_squared=2.005 lumo_energy_ev="1.2 / 1.2" homo_lumo_gap_ev="2.718 / 2.779" charge=-1 spin_multiplicity=3
C -2.30103 -2.44751 -5.09550
C -1.25510 -2.70499 -4.01332
H -2.45530 -3.32158 -5.76131
H -2.04750 -1.53403 -5.67649
H -3.27741 -2.28939 -4.58988
C -0.48892 -3.89727 -3.99792
C -0.14752 -4.71061 -5.18742
H -0.57921 -4.52824 -3.11301
H 0.50216 -4.20328 -5.92511
H -1.06149 -5.09286 -5.68758
H 0.38617 -5.62129 -4.84993
Ti 0.12608 1.42528 0.71745
Cl -1.95856 2.17019 0.34431
Cl 1.23115 2.67761 -0.81812
H 1.72057 5.96170 3.67579
H -0.70955 6.88694 3.08584
C 1.67923 5.38229 2.74081
C -0.53345 6.33849 2.15012
N 0.25775 5.13052 2.41825
H 2.19707 4.42826 2.86897
C -0.33172 3.93337 2.33238
O 0.29408 2.85871 2.10888
H -1.51161 6.04752 1.74159
H -1.41662 3.92461 2.44780
H 2.16027 6.00203 1.96142
H -0.03496 7.03345 1.44834
H 1.68301 -0.27207 -3.35080
H 2.42312 -3.11587 -3.05023
C 2.73865 -0.27567 -3.01428
C 3.25868 -2.66454 -2.49333
N 2.97239 -1.30908 -2.03225
H 2.94052 0.69879 -2.55417
C 2.90317 -1.00482 -0.70354
O 2.59132 0.09583 -0.23358
H 3.47596 -3.30291 -1.62691
H 3.14270 -1.87438 -0.07021
H 3.38617 -0.42543 -3.89099
H 4.12471 -2.70683 -3.17638
O -0.70555 -1.30324 -3.46171
C -1.61233 -2.04901 -2.67373
C -0.00734 -3.42075 -1.23595
C -1.21694 -2.74133 -1.40426
H 0.74140 -3.40312 -2.00080
C 0.29304 -4.09788 -0.04960
H -2.60668 -1.55859 -2.67563
C -2.11150 -2.72535 -0.31250
H 1.24359 -4.59777 0.03843
C -0.59363 -4.07301 1.02324
C -1.79887 -3.38824 0.87069
H -3.02340 -2.12789 -0.40760
H -0.31865 -4.55205 1.97185
H -2.47692 -3.34509 1.72680
Si -0.48146 1.90936 -3.99829
Cl -0.35822 -0.58617 0.33267
C 1.28223 2.51441 -4.34409
C -1.22216 3.22545 -2.82154
C -1.75029 1.22700 -5.13353
H 1.99357 1.68178 -4.40594
H 1.59700 3.19201 -3.54155
H 1.27170 3.08928 -5.27812
H -1.29573 0.57518 -5.88453
H -2.23893 2.07742 -5.63083
H -2.49560 0.67498 -4.54509
H -0.87916 3.03562 -1.79080
H -2.31849 3.22605 -2.78474
H -0.87133 4.23116 -3.10208
N -1.15209 1.87794 10.31263
C -1.04092 1.37642 9.25892
C -0.88832 0.76032 7.95951
C -1.60059 1.26617 6.86432
C -1.44019 0.68656 5.61771
C -0.56905 -0.39806 5.47630
C 0.15940 -0.90771 6.54899
C -0.01296 -0.32134 7.79984
N -0.14757 -0.71199 4.15909
C 0.97205 -1.51107 3.80655
C 1.50386 -0.95150 2.68619
N 0.84899 0.29674 2.45484
C -0.22776 0.26273 3.22559
H -2.28091 2.11111 6.99958
H -1.96972 1.11130 4.76866
H 0.87946 -1.69826 6.38911
H 0.54309 -0.70181 8.64923
H 1.35912 -2.28490 4.44971
H 2.08643 -1.44197 1.91146
H -1.14658 0.79618 3.05134


4.
19
Properties=species:S:1:pos:R:3 method="wB97M-V/def2-TZVPD" e_homo_ev=-13.6752 lumo_energy_ev=-3.3 relative_energy_kj_mol=178.5 homo_lumo_gap_ev=10.383 charge=+1
O -0.61920 -3.28115 -1.95357
H -1.30745 -2.67248 -2.31544
H 0.06720 -3.49863 -2.59319
O -3.25710 2.26522 4.43594
H -4.12565 2.65403 4.52644
H -3.13306 1.98501 5.29702
O 3.47121 -0.39244 -1.12193
H 3.53147 0.19789 -0.35887
H 4.34872 -0.34662 -1.69788
O -0.86336 -0.29244 0.45227
H -0.78916 0.40033 1.15444
H -1.70959 -0.10323 0.03122
O 0.15782 2.54662 -0.27184
H 0.42571 3.41033 -0.13448
H -0.79005 2.39374 -0.45114
O 1.11542 -1.15250 -1.45198
H 0.59427 -1.07631 -0.55428
H 0.76639 -2.07308 -1.73318
H 2.11642 -0.96428 -1.25956


5.
120
Properties=species:S:1:pos:R:3 method="wB97M-V/def2-TZVPD" e_homo_ev=-9.1527 lumo_energy_ev=0.0 relative_energy_kj_mol=326.4 homo_lumo_gap_ev=9.157 smiles="CC(C)=O.CC(C)=O.CC(C)=O.CC(C)=O.CC(C)=O.CC(C)=O.CC(C)=O.CC(C)=O.CC(C)=O.CC(C)=O.CC(C)=O.CC(C)=O"
C -1.22276 -5.09155 -0.42127
C -2.08604 -6.30064 -1.01082
C -2.71243 -6.13155 -2.37253
O -2.34144 -7.27436 -0.29214
H -1.64049 -4.13973 -0.74935
H -0.23746 -5.06506 -0.88665
H -1.12916 -5.11742 0.66440
H -1.99865 -5.73210 -3.09298
H -3.70148 -5.69587 -2.23087
H -3.07463 -7.05926 -2.81556
C 1.31842 5.04903 2.81033
C 2.16437 3.87220 3.15340
C 2.65311 3.83520 4.62708
O 2.09573 2.86919 2.42861
H 0.54518 5.13930 3.57325
H 0.98517 5.09590 1.77358
H 1.92989 5.92208 3.03834
H 3.61728 4.32804 4.75194
H 2.84612 2.81090 4.94591
H 1.90111 4.23017 5.31016
C -2.85512 -3.53583 3.43857
C -3.94898 -4.10864 4.41899
C -4.88007 -3.15728 5.14974
O -4.06070 -5.32911 4.44864
H -3.02799 -4.14263 2.54975
H -1.96049 -3.80259 4.00122
H -2.98191 -2.49626 3.13635
H -4.97282 -2.23100 4.58273
H -4.45888 -2.95277 6.13406
H -5.83536 -3.62815 5.38165
C 5.49770 0.88346 3.25154
C 4.81247 -0.28083 2.48094
C 3.35683 -0.45794 2.47526
O 5.48554 -1.05858 1.74162
H 6.57793 0.81498 3.12303
H 5.28435 1.00950 4.31300
H 5.23913 1.81040 2.73966
H 2.95056 0.17116 1.68325
H 2.82622 -0.15441 3.37771
H 3.08230 -1.48263 2.22476
C -4.92972 -0.44707 2.03128
C -6.32359 -0.09659 1.44472
C -6.33560 -0.06296 -0.05314
O -7.21543 0.29838 2.17138
H -5.02813 -0.61678 3.10348
H -4.24248 0.35448 1.76049
H -4.52082 -1.26579 1.43918
H -5.92382 -0.99476 -0.44081
H -5.63462 0.69009 -0.41321
H -7.32568 0.24507 -0.38922
C 0.42410 1.12444 -0.08313
C 0.22792 -0.41515 -0.05348
C -1.22373 -1.02107 -0.09932
O 1.21966 -1.10905 -0.00803
H 0.91019 1.35282 -1.03163
H 0.97275 1.32251 0.83766
H -0.58794 1.52251 -0.00956
H -1.94321 -0.27661 -0.44027
H -1.64731 -1.36148 0.84556
H -1.32471 -1.85632 -0.79233
C -0.67952 4.52612 -1.04177
C -1.30767 5.73385 -1.75035
C -1.39748 5.60474 -3.26900
O -1.57669 6.74575 -1.17507
H -0.33889 4.91839 -0.08355
H 0.21202 4.11087 -1.51170
H -1.40729 3.75514 -0.78873
H -1.78171 4.68063 -3.70083
H -0.40343 5.87616 -3.62438
H -1.95789 6.46134 -3.64354
C -2.61474 -1.43754 -3.72115
C -3.67913 -2.29322 -3.11510
C -4.66215 -2.86273 -4.10350
O -3.84645 -2.40816 -1.92347
H -1.63347 -1.40129 -3.24797
H -2.85069 -0.38464 -3.56682
H -2.51274 -1.60691 -4.79306
H -4.94935 -2.19275 -4.91389
H -5.52994 -3.11245 -3.49302
H -4.27519 -3.80444 -4.49278
C -0.35852 0.89836 3.37188
C -0.04505 -0.29239 4.26394
C 0.76834 -0.17048 5.55803
O -0.54610 -1.40755 3.89731
H -0.57721 0.50620 2.37866
H 0.38034 1.69650 3.44380
H -1.26858 1.23897 3.86571
H 0.30165 0.52868 6.25191
H 1.73532 0.30843 5.40409
H 0.89478 -1.15249 6.01385
C 4.02755 1.94074 -0.86455
C 4.25884 3.38780 -1.34646
C 5.71551 3.91475 -1.26236
O 3.39493 4.06751 -1.87628
H 3.08783 1.44246 -1.10273
H 4.07904 2.01467 0.22172
H 4.80320 1.25339 -1.20223
H 6.47596 3.25322 -1.67732
H 5.94394 4.22702 -0.24334
H 5.79761 4.82354 -1.85856
C 3.82087 -2.39995 -2.03008
C 2.94211 -2.69812 -3.20687
C 2.24764 -4.09153 -3.25231
O 2.61822 -1.84233 -4.03984
H 4.30740 -1.42493 -2.05709
H 4.64211 -3.10837 -1.92153
H 3.29148 -2.45265 -1.07873
H 1.65831 -4.23040 -4.15869
H 1.51677 -4.17165 -2.44763
H 2.92797 -4.94302 -3.26712
C 2.50028 1.68958 -3.82141
C 1.74899 2.25537 -5.04728
C 2.30938 1.90276 -6.44658
O 0.67117 2.73762 -4.98822
H 3.25510 2.42996 -3.55648
H 3.12073 0.83418 -4.08868
H 1.76153 1.55197 -3.03185
H 1.60540 2.32168 -7.16563
H 2.64382 0.88768 -6.66074
H 3.14337 2.56179 -6.68791


6.
55
Properties=species:S:1:pos:R:3 method="wB97M-V/def2-TZVPD" e_homo_ev=-8.6390 lumo_energy_ev=0.0 relative_energy_kj_mol=211.2 homo_lumo_gap_ev=8.618
C 1.08838 -1.33640 3.54675
C 0.92228 -1.59787 2.25115
N 1.19143 -0.67365 1.20767
C 0.33158 -0.98550 0.03514
C -0.45015 2.22916 -3.38564
C 0.51524 1.90609 -2.53530
C 0.17952 1.05373 -1.37223
C 0.79969 -0.08519 -1.07528
H 1.34077 -0.34707 3.89496
H 0.93181 -2.14573 4.24358
H 0.50938 -2.56247 1.97807
H 0.97842 0.25681 1.54850
H 0.27537 -2.05792 -0.13048
H -0.71960 -0.72400 0.23064
H -1.48148 1.90565 -3.33462
H -0.22286 2.83571 -4.25776
H 1.53650 2.24268 -2.64656
H -0.71873 1.29456 -0.80936
H 1.72801 -0.34409 -1.58102
H 2.76205 0.16177 -3.97509
H 4.11377 -0.09483 -3.52944
O 3.27580 -0.56341 -3.63349
H 1.16065 -1.84044 -3.38936
H 0.02338 -2.88093 -3.81427
O 0.59429 -2.16506 -4.09190
H 1.00157 -4.89255 -1.09340
H 1.57279 -4.38013 0.21684
O 0.77775 -4.76297 -0.16711
H 3.92254 -0.79888 1.32548
H 5.07770 -0.36771 2.18282
O 4.72335 -0.25937 1.29382
H -4.97757 -1.28916 -0.78808
H -3.99610 -0.17188 -0.30944
O -4.26791 -0.71529 -1.06743
H -2.92701 -3.50321 -0.24864
H -3.31947 -2.25121 -1.10576
O -3.15223 -3.21198 -1.13257
H -3.68174 0.27165 2.44703
H -4.59024 -0.64388 3.25836
O -3.97557 -0.64219 2.52149
H -2.46525 0.58544 0.93323
H -2.80969 2.11646 0.65159
O -2.93397 1.21142 0.37283
H -2.53419 4.06008 0.05243
H -1.07743 4.54939 0.04469
O -1.65369 3.86199 0.38687
H -0.87030 2.10091 1.32126
H -0.20557 1.67102 2.72434
O -0.93597 1.56547 2.11465
H 3.83794 1.62372 1.50164
H 2.68696 1.07332 0.68260
O 2.90448 1.75094 1.33268
H 0.60027 4.00231 2.17402
H 1.78149 2.89344 2.09341
O 1.04770 3.27537 2.60512


7.
6
Properties=species:S:1:pos:R:3 method="wB97M-V/def2-TZVPD" e_homo_ev="-8.1239 / -8.1244" lumo_energy_ev="0.3 / 0.3" relative_energy_kj_mol=251.4 homo_lumo_gap_ev="8.420 / 8.420"
C 0.48440 0.19512 -1.22930
C -0.84299 -0.84629 0.73649
N -0.16216 -0.40064 -0.35752
I -1.49965 -2.74239 1.04720
H 1.52104 0.24794 -1.15262
H -1.56027 -0.23962 1.24574


8.
87
Properties=species:S:1:pos:R:3 method="wB97M-V/def2-TZVPD" e_homo_ev=-3.7816 lumo_energy_ev=2.2 relative_energy_kj_mol=0.0 homo_lumo_gap_ev=5.981 charge=-1
C 1.21720 -2.20490 2.91048
O 0.79200 -0.91995 2.39174
O 1.10158 -2.19591 4.22059
C 0.42421 -3.33336 2.15498
F 0.58906 -4.45419 2.91709
F -0.90916 -3.15302 2.12007
F 0.85274 -3.65593 0.91452
C 1.15923 -0.62686 1.07130
C 0.65284 0.76518 0.71905
H 1.15057 1.30371 -0.09633
H -0.42723 0.78759 0.56994
H 0.84586 1.51034 1.50261
H 0.72140 -1.35614 0.38028
H 2.24805 -0.64434 0.92642
H 2.29547 -2.31113 2.65317
C -3.52183 4.47234 -0.91215
O -2.87604 3.19359 -0.86509
C -2.44938 2.72455 -2.02549
O -2.59115 3.24931 -3.10640
O -1.80059 1.59985 -1.77511
C -1.15800 0.81907 -2.77376
H -2.78559 5.22518 -0.63933
H -4.25959 4.45384 -0.11082
H -4.03182 4.67752 -1.84631
H -0.27934 0.39283 -2.29342
H -0.83454 1.42780 -3.61887
H -1.84702 0.03397 -3.08111
C -0.25008 5.37530 -3.78943
O 0.81600 4.76937 -3.06317
C 0.79213 4.91477 -1.75786
O 0.04677 5.60355 -1.10316
O 1.77689 4.17851 -1.23028
C 1.87799 4.20700 0.18111
H 0.15861 6.28224 -4.23065
H -1.12034 5.58516 -3.16980
H -0.70850 4.75367 -4.55775
H 1.07278 3.65575 0.66315
H 1.99714 5.22485 0.54962
H 2.80003 3.69686 0.46532
C -2.59532 -0.56633 2.63845
O -3.21454 0.65251 2.16587
C -4.40701 0.62374 1.62708
O -5.09605 -0.35001 1.43558
O -4.78998 1.87186 1.42123
C -5.90359 2.10757 0.59936
H -2.91924 -1.46119 2.11469
H -2.66064 -0.56268 3.72044
H -1.55117 -0.45484 2.34573
H -6.67030 2.70061 1.10569
H -6.41664 1.16402 0.40940
H -5.68732 2.65726 -0.31337
C 5.31312 -3.61529 2.86147
O 5.21072 -2.39664 2.15690
C 5.07927 -1.31248 2.92876
O 5.13165 -1.32252 4.11988
O 4.75739 -0.30347 2.13736
C 4.04511 0.78253 2.72783
H 6.25507 -3.68618 3.41752
H 5.40138 -4.43305 2.14819
H 4.48491 -3.75515 3.55324
H 4.39398 1.02879 3.73093
H 3.05494 0.36387 2.94776
H 3.92384 1.64186 2.08056
C -1.15718 -5.76719 -0.49185
O -2.04093 -5.24134 0.48581
C -3.23599 -4.80887 0.11794
O -3.64727 -4.78135 -1.00948
O -3.81549 -4.28766 1.18572
C -4.98705 -3.49282 0.93536
H -0.75097 -4.92846 -1.05815
H -1.69562 -6.47525 -1.12151
H -0.33069 -6.24660 0.02418
H -5.83835 -4.16958 0.84949
H -4.92674 -2.94114 -0.00048
H -5.00978 -2.81052 1.77606
C 2.12583 -0.54384 -5.14947
O 3.32140 -0.34927 -4.38220
C 3.19860 -0.58507 -3.06540
O 2.19460 -0.87378 -2.47128
O 4.39178 -0.37972 -2.51226
C 4.42419 -0.24668 -1.08840
H 1.21998 -0.14134 -4.71075
H 2.06412 -1.62860 -5.28676
H 2.35288 -0.17669 -6.14699
H 4.53157 -1.20806 -0.59184
H 3.59355 0.37604 -0.76462
H 5.33966 0.30501 -0.86879


9.
20
Properties=species:S:1:pos:R:3 method="wB97M-V/def2-TZVPD" e_homo_ev=-9.8943 lumo_energy_ev=0.5 relative_energy_kj_mol=155.1 homo_lumo_gap_ev=10.421 smiles="CC(=O)[C@@](N)(O)[C@H](C)O"
C -2.16493 0.47855 -0.07297
C -0.86163 1.07222 0.41540
O -0.87260 2.17678 0.99322
C 0.38008 0.12619 0.60132
N 1.45852 0.88872 1.23612
O 0.11616 -1.01689 1.37277
C 0.76952 -0.18046 -0.87176
C 0.39167 -1.53898 -1.41986
O 2.13283 0.07138 -1.12117
H -2.38717 0.88775 -1.06080
H -2.96635 0.74846 0.62172
H -2.13782 -0.60941 -0.13564
H 1.90170 0.28569 1.92554
H 1.02376 1.68299 1.71942
H -0.23031 -0.69927 2.22235
H 0.09394 0.67726 -1.36130
H 0.43655 -1.52699 -2.51335
H 1.10731 -2.29637 -1.07960
H -0.61106 -1.84658 -1.12233
H 2.41980 0.61897 -0.34910


10.
13
Properties=species:S:1:pos:R:3 method="wB97M-V/def2-TZVPD" e_homo_ev=-9.7288 lumo_energy_ev=0.9 relative_energy_kj_mol=70.1 homo_lumo_gap_ev=10.657 smiles="C[C@H]1CC(=O)N1"
C 1.26337 0.45970 0.93209
C 0.42906 0.21497 -0.31396
C -0.34335 -1.12568 -0.37918
C -1.61756 -0.26853 -0.43818
O -2.79952 -0.48113 -0.53809
N -0.87281 0.88705 -0.34589
H 1.70466 1.46275 0.93929
H 0.64902 0.35143 1.83214
H 2.08198 -0.26743 0.97445
H 1.02216 0.41460 -1.21454
H -0.18180 -1.69440 -1.29833
H -0.24817 -1.78015 0.49055
H -1.08704 1.82683 -0.64034